Density functional theory data (ωB97M-V/def2-TZVPD) for 2 unconnected molecules or ions with the total composition H4NPSi at a distorted geometry.

expectation value of S² = 2.004
multiplicity = 3
LUMO level (spin up / spin down) = -0.02 / -0.85 eV
largest force on an atom = 0.0261 hartree/bohr

Last column: natural (NBO) charge in e.
Atoms and positions in Å:
N  1.368  -0.002  -0.421  -1.30
Si  0.275  1.077  0.058  1.33
P  -0.686  -3.738  -1.228  0.11
H  -0.820  -2.453  -0.670  -0.11
H  -0.475  1.663  -1.039  -0.20
H  -0.184  1.608  1.342  -0.21
H  2.027  -0.489  0.164  0.38



Density functional theory data (ωB97M-V/def2-TZVPD) for a molecular structure, C29H32AsCuN6Si.

net charge = +1
expectation value of S² = 0.756
multiplicity = 2
LUMO level (spin up / spin down) = -3.11 / -4.13 eV
largest force on an atom = 0.0115 hartree/bohr

Last column: natural (NBO) charge in e.
Atoms and positions in Å:
Cu  -0.772  0.229  0.923  0.85
N  -3.234  -2.004  0.180  -0.77
C  -3.121  -1.813  1.495  0.62
N  -3.997  -2.424  2.284  -0.56
C  -3.791  -2.266  3.587  0.61
N  -4.635  -2.862  4.431  -0.74
N  -2.776  -1.552  4.140  -0.54
C  -1.998  -0.964  3.270  0.46
N  -2.105  -1.029  1.934  -0.68
C  -0.906  -0.097  3.815  0.15
C  -0.586  -0.110  5.158  -0.19
C  0.373  0.779  5.616  -0.13
C  0.955  1.660  4.722  -0.23
C  0.588  1.592  3.391  0.06
N  -0.309  0.714  2.935  -0.53
H  -3.941  -2.642  -0.143  0.42
H  -2.499  -1.717  -0.444  0.42
H  -5.413  -3.383  4.070  0.42
H  -4.509  -2.747  5.420  0.42
H  -1.096  -0.798  5.816  0.26
H  0.651  0.793  6.662  0.24
H  1.684  2.391  5.045  0.24
H  1.015  2.263  2.660  0.21
C  3.282  0.833  1.755  -0.95
As  1.895  0.494  0.432  0.89
C  2.265  -1.401  0.169  -0.96
C  2.691  1.243  -1.209  -0.71
C  4.183  1.095  -1.272  -0.07
C  4.758  -0.027  -1.866  -0.22
C  6.138  -0.179  -1.914  -0.20
C  6.964  0.793  -1.366  -0.21
C  6.403  1.921  -0.780  -0.22
C  5.024  2.070  -0.737  -0.16
H  4.226  0.449  1.374  0.25
H  3.022  0.320  2.680  0.24
H  3.383  1.899  1.953  0.23
H  3.331  -1.551  -0.001  0.24
H  1.700  -1.788  -0.678  0.24
H  1.965  -1.949  1.062  0.24
H  2.380  2.284  -1.271  0.24
H  2.210  0.709  -2.025  0.24
H  4.118  -0.783  -2.309  0.21
H  6.567  -1.052  -2.389  0.22
H  8.039  0.677  -1.405  0.22
H  7.041  2.690  -0.361  0.22
H  4.593  2.963  -0.294  0.20
C  -4.684  3.265  -2.633  -0.19
C  -4.953  2.078  -1.964  -0.21
C  -3.909  1.262  -1.553  -0.23
C  -2.577  1.607  -1.813  -0.41
C  -2.325  2.819  -2.466  -0.22
C  -3.369  3.638  -2.878  -0.19
Si  -1.123  0.510  -1.415  0.80
C  -1.177  -1.046  -2.462  -0.42
C  -2.366  -1.664  -2.865  -0.24
C  -2.355  -2.779  -3.694  -0.21
C  -1.150  -3.301  -4.140  -0.18
C  0.043  -2.694  -3.770  -0.21
C  0.026  -1.579  -2.943  -0.22
H  -5.498  3.901  -2.956  0.22
H  -5.977  1.790  -1.761  0.22
H  -4.145  0.351  -1.011  0.21
H  -1.303  3.121  -2.669  0.21
H  -3.155  4.566  -3.393  0.22
H  0.048  1.251  -1.927  -0.19
H  -3.325  -1.244  -2.576  0.21
H  -3.290  -3.229  -4.006  0.22
H  -1.141  -4.165  -4.792  0.22
H  0.986  -3.082  -4.137  0.22
H  0.967  -1.099  -2.691  0.20



Density functional theory data (ωB97M-V/def2-TZVPD) for a molecular structure, C3H5N3.

LUMO level = 0.70 eV
largest force on an atom = 0.0062 hartree/bohr

Last column: natural (NBO) charge in e.
Atoms and positions in Å:
C  -1.628  -0.005  0.146  -0.40
N  -0.193  -0.030  -0.127  -0.31
C  0.793  0.889  0.460  -0.20
C  1.914  0.118  0.172  -0.19
N  1.618  -1.102  -0.378  -0.17
N  0.356  -1.205  -0.573  -0.08
H  -2.161  -0.462  -0.688  0.22
H  -1.809  -0.569  1.059  0.23
H  -1.933  1.032  0.293  0.23
H  0.091  0.966  -0.724  0.44
H  2.951  0.368  0.360  0.22



Density functional theory data (ωB97M-V/def2-TZVPD) for 4 unconnected molecules or ions with the total composition C41H84N6O4.

net charge = +1
expectation value of S² = 3.763
multiplicity = 4
LUMO level (spin up / spin down) = -2.68 / -2.68 eV
largest force on an atom = 0.0167 hartree/bohr

Last column: Löwdin charge in e.
Atoms and positions in Å:
C  -0.479  1.413  -0.146  -0.10
C  0.035  0.247  -1.008  -0.24
C  -1.050  -0.515  -1.774  -0.19
C  -2.274  -0.931  -0.955  -0.21
N  -1.977  -1.698  0.258  -0.01
C  -1.274  -2.949  0.051  -0.33
C  -2.051  -4.110  0.705  -0.09
C  -1.296  -5.435  0.943  -0.08
N  0.177  -5.343  0.617  -0.05
C  0.397  -5.498  -0.869  -0.10
C  1.762  -5.121  -1.428  -0.17
C  1.627  -4.823  -2.928  -0.28
N  2.947  -4.849  -3.547  0.01
C  0.691  -4.077  1.265  -0.23
C  2.188  -4.146  1.631  -0.08
C  2.988  -2.909  1.295  -0.26
O  3.612  -2.313  2.125  0.10
C  0.212  -2.877  0.464  -0.09
H  0.263  1.620  0.634  0.07
H  -1.429  1.206  0.347  0.06
H  -0.559  2.323  -0.740  0.07
H  0.712  0.649  -1.762  0.08
H  0.650  -0.421  -0.395  0.08
H  -0.610  -1.406  -2.248  0.09
H  -1.402  0.106  -2.607  0.12
H  -2.836  -0.046  -0.650  0.11
H  -2.959  -1.527  -1.567  0.12
H  -1.502  -1.126  0.943  0.08
H  -1.280  -3.127  -1.031  0.12
H  -2.897  -4.329  0.047  0.13
H  -2.491  -3.769  1.645  0.11
H  -1.706  -6.260  0.358  0.13
H  -1.349  -5.722  1.996  0.14
H  0.629  -6.131  1.080  0.19
H  -0.397  -4.932  -1.360  0.13
H  0.205  -6.554  -1.080  0.15
H  2.490  -5.928  -1.300  0.13
H  2.175  -4.234  -0.952  0.08
H  1.108  -3.857  -3.038  0.12
H  0.988  -5.574  -3.402  0.12
H  2.860  -4.705  -4.547  0.07
H  3.489  -4.057  -3.213  0.06
H  0.151  -4.043  2.219  0.15
H  2.672  -4.994  1.131  0.12
H  2.298  -4.306  2.706  0.13
H  2.986  -2.569  0.248  0.12
H  0.809  -2.703  -0.431  0.11
H  0.369  -2.008  1.114  0.11
C  -3.197  6.215  2.374  -0.02
C  -2.255  5.633  1.298  -0.48
C  -1.310  6.704  0.744  -0.13
C  -1.997  7.720  -0.165  -0.17
C  -2.762  7.019  -1.284  -0.13
C  -3.754  5.973  -0.770  -0.49
N  -3.024  5.043  0.153  -0.10
O  -2.381  4.119  -0.467  -0.04
C  -4.946  6.651  -0.082  -0.03
C  -4.300  5.149  -1.929  -0.04
C  -1.439  4.517  1.939  -0.05
H  -2.812  5.985  3.367  0.08
H  -3.293  7.298  2.311  0.08
H  -4.192  5.781  2.311  0.08
H  -0.516  6.207  0.178  0.12
H  -0.833  7.206  1.589  0.13
H  -2.666  8.364  0.412  0.10
H  -1.244  8.380  -0.599  0.11
H  -3.312  7.745  -1.887  0.13
H  -2.048  6.526  -1.951  0.12
H  -5.591  5.910  0.391  0.09
H  -5.533  7.175  -0.836  0.09
H  -4.661  7.385  0.666  0.06
H  -3.504  4.708  -2.524  0.08
H  -4.893  5.800  -2.572  0.09
H  -4.942  4.346  -1.566  0.09
H  -2.089  3.712  2.289  0.09
H  -0.907  4.930  2.797  0.09
H  -0.711  4.096  1.249  0.07
C  2.566  -0.565  -6.974  -0.02
C  2.321  0.437  -5.826  -0.48
C  2.991  1.785  -6.107  -0.13
C  4.512  1.756  -5.981  -0.17
C  4.935  1.199  -4.625  -0.13
C  4.326  -0.173  -4.326  -0.49
N  2.839  -0.087  -4.517  -0.10
O  2.234  0.411  -3.498  -0.05
C  4.961  -1.251  -5.213  -0.03
C  4.587  -0.558  -2.875  -0.04
C  0.816  0.637  -5.685  -0.04
H  1.700  -0.592  -7.633  0.08
H  3.427  -0.303  -7.588  0.08
H  2.713  -1.577  -6.599  0.08
H  2.594  2.522  -5.403  0.13
H  2.695  2.109  -7.107  0.13
H  4.956  1.173  -6.792  0.10
H  4.899  2.769  -6.092  0.12
H  6.022  1.111  -4.568  0.13
H  4.629  1.897  -3.840  0.13
H  4.448  -2.207  -5.090  0.08
H  5.999  -1.386  -4.911  0.09
H  4.967  -1.001  -6.270  0.06
H  4.242  0.206  -2.182  0.08
H  5.659  -0.695  -2.734  0.09
H  4.085  -1.497  -2.628  0.07
H  0.321  -0.301  -5.425  0.09
H  0.425  0.981  -6.642  0.09
H  0.572  1.377  -4.927  0.08
C  0.214  -2.422  7.154  -0.02
C  -1.068  -1.587  6.945  -0.48
C  -2.193  -2.435  6.341  -0.13
C  -1.982  -2.785  4.868  -0.18
C  -1.731  -1.521  4.049  -0.13
C  -0.577  -0.673  4.595  -0.48
N  -0.820  -0.414  6.045  -0.11
O  -1.624  0.567  6.243  -0.01
C  0.764  -1.382  4.348  -0.03
C  -0.517  0.660  3.860  -0.03
C  -1.511  -1.050  8.300  -0.04
H  0.283  -2.741  8.192  0.08
H  0.240  -3.323  6.540  0.07
H  1.109  -1.839  6.942  0.08
H  -3.133  -1.884  6.436  0.13
H  -2.295  -3.342  6.940  0.13
H  -1.151  -3.492  4.758  0.09
H  -2.870  -3.295  4.487  0.11
H  -1.498  -1.766  3.007  0.09
H  -2.647  -0.924  4.030  0.13
H  1.587  -0.851  4.825  0.10
H  0.965  -1.390  3.274  0.06
H  0.788  -2.415  4.689  0.06
H  -1.462  1.196  3.893  0.08
H  -0.276  0.466  2.812  0.07
H  0.257  1.307  4.274  0.10
H  -0.749  -0.395  8.724  0.10
H  -1.657  -1.895  8.973  0.09
H  -2.442  -0.494  8.233  0.08



> largest force on an atom of number 4 (C41H84N6O4)?

0.0167 hartree/bohr



> Look up the largest force on an atom of the fourth one.

0.0167 hartree/bohr



Repeat the third record exactly.
Density functional theory data (ωB97M-V/def2-TZVPD) for a molecular structure, C3H5N3.

LUMO level = 0.70 eV
largest force on an atom = 0.0062 hartree/bohr

Last column: natural (NBO) charge in e.
Atoms and positions in Å:
C  -1.628  -0.005  0.146  -0.40
N  -0.193  -0.030  -0.127  -0.31
C  0.793  0.889  0.460  -0.20
C  1.914  0.118  0.172  -0.19
N  1.618  -1.102  -0.378  -0.17
N  0.356  -1.205  -0.573  -0.08
H  -2.161  -0.462  -0.688  0.22
H  -1.809  -0.569  1.059  0.23
H  -1.933  1.032  0.293  0.23
H  0.091  0.966  -0.724  0.44
H  2.951  0.368  0.360  0.22